(1)
Density functional theory data (ωB97M-V/def2-TZVPD) for a 11-piece molecular cluster, C51H99F2N3O15 overall in a non-equilibrium geometry.

Results
M ... 1032.36 g/mol
Spin multiplicity ... 1
SMILES ... CC1(C)CCCC(C)(C)N1O.CC1(C)CCCC(C)(C)N1O.CC1(C)CCCC(C)(C)N1O.O=C1OC[C@@H](F)O1.O=C1OC[C@@H](F)O1.CC(C)=O.CC(C)=O.CC(C)=O.CC(C)=O.CC(C)=O.CC(C)=O

Geometry as XYZ:
```
170
Properties=species:S:1:pos:R:3:forces:R:3
F -4.871055 1.172034 1.511652 -0.02 -0.16 -0.19
F 4.125301 -2.288734 -2.999502 -0.04 -0.36 -0.18
O -5.567504 -2.650012 -2.046554 -0.59 2.41 -1.22
O -6.843046 2.124937 -1.934854 -0.06 0.50 3.88
O -7.673028 1.594023 0.163720 0.41 0.82 -1.63
O -0.473657 3.145122 -4.709484 1.02 1.39 -0.05
O -5.698841 2.650662 0.001736 -0.57 -0.28 -0.78
O 2.942689 -0.883247 8.114176 0.87 -0.95 0.58
O -4.208341 4.115532 4.358044 -1.78 -0.21 1.35
O -1.247667 0.424973 -4.132501 -0.52 -3.41 -1.33
O 3.312209 -0.500670 -6.565364 0.66 -0.61 1.74
O -1.116321 1.470659 1.654216 0.71 -1.47 -1.45
O 4.485329 1.576635 -1.444636 0.69 1.76 0.74
O 4.325320 0.070915 1.653910 0.39 -2.37 -0.49
O 4.591181 -0.804971 -4.684307 -1.10 -0.53 0.14
O 2.393442 -0.532958 -4.572459 -2.20 0.76 0.69
O -2.938142 -3.486762 -0.948257 1.12 0.32 0.15
N -2.591460 -4.728276 -0.350454 0.04 -0.71 0.12
N 0.836211 3.609879 -4.300626 0.61 -0.58 0.37
N 2.150232 -0.366028 7.117303 -1.31 2.09 -0.30
C 0.166389 3.507306 -1.880198 -0.07 0.33 -0.86
C 3.933946 -0.162071 5.408657 1.32 0.11 -1.28
C 1.895246 1.390985 5.400686 0.18 -1.28 -1.16
C 3.645265 -2.093492 0.727355 1.87 0.12 0.78
C -2.469465 -5.760165 -1.411515 -0.39 -1.37 -0.01
C 0.105831 -0.408746 5.806908 0.63 0.21 0.12
C 4.193924 -0.982189 -3.351061 0.81 2.31 1.50
C 1.865347 2.714871 -6.349818 -0.21 0.84 0.99
C 4.604405 2.494146 -0.627791 0.62 -1.99 0.85
C -2.100825 0.350696 -0.190308 0.18 0.02 0.41
C 2.193173 4.870507 -2.632743 -0.28 -0.34 0.12
C -3.024148 4.298148 2.409994 1.30 -0.44 -1.34
C -1.505824 -4.614155 0.667841 -1.85 -0.70 1.88
C 3.110771 5.365236 -3.744323 -1.53 -1.40 -0.47
C -6.778776 2.169700 -0.705880 0.12 -1.31 -2.65
C -1.239025 -5.715937 -2.340284 -0.02 0.71 -0.51
C 2.928334 0.590764 6.292561 -1.05 0.63 -0.81
C -1.233497 -0.814204 -4.366869 1.50 2.05 1.41
C 5.558997 -1.785885 2.533512 -0.62 -0.17 -1.45
C 1.613190 -2.393525 5.736565 0.05 -0.48 -0.53
C -0.966049 -1.740872 -3.187883 0.71 0.55 0.37
C -3.147839 3.926301 3.852534 1.15 0.14 0.20
C 1.098645 -1.265496 6.620795 -0.74 -0.51 0.85
C 3.454462 2.762449 0.332730 -0.05 0.73 -1.26
C 2.865979 -0.257397 -3.286303 -0.54 -1.09 1.77
C 3.620217 1.701563 7.135276 -0.03 -0.71 0.19
C -2.401071 -7.139869 -0.684247 0.44 0.73 0.87
C -0.963218 0.587908 0.794263 -1.50 0.69 1.37
C -0.174517 -4.094699 0.276522 1.01 0.70 -1.47
C -1.399957 -6.032424 1.330917 -0.16 -0.97 -0.26
C -1.240471 -7.223441 0.344143 -0.36 1.11 -0.86
C 0.279439 -0.257937 0.728077 -0.02 0.74 0.59
C -1.929727 3.473592 4.734015 -0.10 0.13 -1.41
C 3.410393 -0.626785 -5.362682 1.19 0.55 -4.51
C 0.850319 0.448543 4.781371 -0.50 0.14 0.88
C 3.066269 4.369201 -4.959720 1.62 1.42 1.54
C -3.794667 -5.812588 -2.260085 0.01 0.98 -0.08
C 0.764989 4.425398 -3.068337 -0.95 -0.90 1.03
C -4.679195 -0.582636 -2.711441 1.42 1.14 0.08
C -1.968643 -3.740153 1.881943 -1.15 0.70 -0.03
C 1.732151 3.989668 -5.464540 -2.66 -0.77 -0.52
C 1.163979 5.101603 -6.335887 -0.35 0.46 -0.44
C -0.154552 5.638868 -3.098046 0.62 0.54 -0.69
C -5.763496 2.182157 1.315324 0.05 0.92 0.67
C 5.915787 3.308499 -0.373684 -0.19 -0.13 -1.85
C 0.273944 -1.923723 7.840320 0.79 0.89 -1.01
C -1.131062 -1.499299 -5.717092 -0.86 0.80 -0.29
C -7.193513 1.753726 1.470675 -0.36 -0.46 1.16
C 4.528250 -1.155319 1.596821 -1.41 3.14 0.94
C -5.742144 -1.584548 -2.698301 -0.15 -4.52 0.69
C -6.941072 -1.464910 -3.626928 0.07 0.38 0.76
H -2.353643 -7.969101 -1.390112 0.03 0.14 -0.17
H 1.466391 2.300154 5.822096 -0.20 -0.41 0.81
H -4.407895 -0.188038 -3.690614 -0.56 0.08 -0.24
H 3.827031 -1.856023 -0.320820 -0.07 -0.03 -0.02
H 3.609208 2.351099 1.330208 0.18 0.06 -0.18
H -2.919299 -4.084611 2.289001 0.13 -0.51 0.10
H -4.002411 -4.924575 -2.857056 0.74 0.29 -0.32
H -1.043668 -4.758022 -2.822312 -0.38 0.35 0.20
H -0.294989 -5.962545 -1.854413 -0.23 -0.27 0.07
H 1.333795 -0.265861 4.115062 0.16 0.26 -0.32
H -2.157261 2.800315 5.560461 -0.57 0.47 0.03
H 0.875869 -2.433589 8.592526 0.24 -0.10 -0.37
H 2.650736 6.316772 -4.010880 0.54 0.26 -0.46
H 4.190846 -1.193113 5.651695 -0.66 -0.04 0.42
H 2.110784 1.916933 -5.648986 0.04 -0.27 -0.38
H -2.579991 3.461863 1.870136 0.16 -0.18 -0.09
H 6.607362 3.028078 0.420792 -0.99 -0.02 0.80
H -0.901949 3.298015 -1.934467 -0.17 -0.05 -1.01
H -3.734350 -0.972637 -2.332941 -0.31 -0.34 0.29
H -5.512465 3.009454 1.979140 0.27 -0.21 0.05
H -2.208982 -2.684789 1.753398 0.17 0.23 -1.16
H 2.609675 4.039388 -2.063651 0.31 -0.06 -0.09
H -1.854943 -2.008024 -2.616394 -0.02 -0.47 -0.27
H -0.475388 0.184576 6.512777 -0.03 0.23 -0.08
H 2.658362 2.869490 -7.081483 -0.05 -0.16 -0.04
H 3.598012 3.453798 -4.700130 0.30 0.04 0.10
H -0.532640 2.251870 -4.362744 0.05 -0.37 -0.01
H 3.038699 1.942960 8.025038 -0.02 -0.20 0.17
H 5.994537 -2.566237 1.909452 0.42 -0.33 0.54
H 0.329271 -3.629890 1.124007 0.21 -0.39 0.04
H 0.075678 -1.322017 0.608423 -0.08 0.16 -0.23
H 2.574470 -2.101502 0.930870 0.21 0.28 0.25
H -3.014609 0.712868 0.280771 0.17 0.43 -0.35
H -4.917114 0.276789 -2.084637 -0.25 0.15 -0.07
H -3.844562 -3.630464 -1.229946 -0.54 0.39 0.10
H 5.641458 4.362881 -0.407185 0.07 0.08 0.75
H -2.285829 -6.280206 1.915669 -0.42 0.50 -0.15
H 1.083396 6.040493 -5.788064 0.14 0.12 -0.14
H 0.906745 2.524851 -6.832589 0.17 -0.19 -0.04
H 4.932983 0.256336 5.286334 0.22 0.76 0.88
H -2.324742 -0.673534 -0.488479 0.61 -0.26 0.16
H -1.546043 -0.882194 -6.514000 0.29 0.17 0.01
H -1.808351 0.897173 -1.086917 -0.37 0.19 -0.24
H -1.167068 5.446612 -3.452954 0.04 -0.23 0.34
H 0.126339 3.991861 -0.904655 1.03 0.26 0.10
H 0.888574 0.143936 -0.081585 0.16 -0.26 -0.21
H 6.319326 -1.103224 2.912937 -0.34 0.07 -0.13
H 2.239949 -3.089972 6.293550 0.19 0.08 -0.09
H -2.346346 5.127735 2.208826 0.30 0.07 0.42
H 3.723474 -0.113182 4.340286 -0.93 -0.37 -0.11
H 3.668588 2.647146 6.595246 0.11 -0.20 -0.35
H 2.093873 5.724414 -1.962604 -0.25 -0.21 0.45
H -0.579847 -1.032894 5.233877 -0.12 -0.29 0.29
H -3.929505 4.570305 1.867448 -0.36 -0.10 0.73
H 0.267613 6.381675 -3.774885 -0.02 0.22 -0.08
H 0.105040 1.008751 4.216719 0.17 0.05 -0.27
H -7.735545 2.511428 2.036522 -0.23 0.17 -0.32
H -7.860573 -1.931750 -3.273799 0.14 0.27 0.78
H -1.640560 -2.460649 -5.782903 -0.06 -0.03 0.49
H 6.627206 3.234163 -1.196154 -0.41 -0.38 -0.64
H -0.291389 -1.163380 8.379183 -0.02 0.17 -0.14
H 2.119655 -2.033151 4.841182 0.47 0.15 0.29
H -1.494626 4.417101 5.063531 0.02 -0.04 0.39
H 0.662019 2.536893 -1.852810 0.28 0.04 0.18
H 3.311804 3.843034 0.341296 0.00 0.15 0.52
H -0.095412 6.071441 -2.099306 -0.56 0.10 0.00
H -0.307734 -2.573207 -3.436737 -0.71 -0.50 -0.42
H -1.241475 -3.635862 2.687214 0.28 -0.85 -0.03
H -0.634840 -5.986780 2.105908 0.47 -0.04 -0.27
H -3.304095 -7.251181 -0.084035 -0.30 -0.03 -0.18
H -1.143667 2.962093 4.178510 -0.10 0.12 -0.43
H 0.457726 -4.823643 -0.230439 0.17 -0.09 0.30
H 0.195939 4.919494 -6.802605 -0.28 -0.43 0.56
H 0.805411 -2.967525 5.282564 -0.39 -0.15 0.44
H -0.283753 -7.122395 -0.168279 0.13 -0.31 -0.01
H -6.803093 -2.071462 -4.522008 0.68 0.55 -0.36
H -3.827996 -6.635322 -2.974294 0.30 -0.20 0.26
H 2.880845 -0.210499 8.796221 0.04 -0.14 0.35
H -0.316960 -1.222668 -2.482025 -0.26 0.60 0.14
H 4.122972 5.497549 -3.362195 -0.01 0.14 -0.21
H -7.332597 0.814183 2.005473 0.32 -0.03 -0.07
H 4.872104 -0.417292 -2.711471 0.50 -0.65 0.04
H -7.070594 -0.392344 -3.771585 -0.38 -0.17 -0.71
H -0.430234 -2.618927 7.383235 -0.01 -0.07 0.12
H -0.076515 -1.703069 -5.902888 0.14 0.20 0.03
H -4.732288 -5.808786 -1.704255 0.26 -0.59 0.76
H 3.609307 4.925482 -5.723767 0.11 -0.56 -0.46
H 1.788049 5.223857 -7.221153 0.45 0.26 0.16
H 2.399843 1.790384 4.520940 0.65 0.05 0.06
H 2.161953 -0.638529 -2.546571 0.10 -0.73 -0.10
H 4.966780 -2.224567 3.336586 0.20 -0.22 0.15
H -1.404062 -6.386327 -3.183749 0.07 -0.31 0.14
H 4.116349 -3.046083 0.969751 -0.68 -0.52 -0.54
H 0.802713 -0.067323 1.665071 0.24 -0.16 -0.07
H -0.292213 -3.293691 -0.453311 -0.15 0.19 -0.14
H -1.322763 -8.228200 0.758592 0.34 0.24 0.59
H 4.637316 1.409251 7.396359 -0.07 0.05 0.26
H 2.916282 0.776343 -2.944337 0.50 0.38 -1.08
H 2.554773 2.366486 -0.138296 0.00 -0.29 0.29
```
Positions in Å, forces in eV/Å.


(2)
Density functional theory data (ωB97M-V/def2-TZVPD) for a 2-piece molecular cluster, C4H13N2O2 overall.

Results
M ... 121.16 g/mol
Spin multiplicity ... 1
Energy above the lowest of the compared OMol25 structures with the same formula, charge and spin ... 78.80 kJ/mol
Charge ... -1

Geometry as XYZ:
```
21
Properties=species:S:1:pos:R:3:forces:R:3
O 0.613604 -0.046197 0.721572 0.09 -0.43 0.21
O 1.504625 2.028391 -0.483101 -0.36 0.04 0.10
N -0.183762 -2.043778 1.753480 -0.12 0.11 0.10
N -0.767732 1.586820 -0.874333 -0.10 -0.02 0.61
C -1.794037 1.428019 -1.855007 -0.05 0.15 -0.18
C 0.481483 2.024276 -1.432583 0.21 0.07 -0.22
C 0.303006 -0.635015 1.900695 -0.13 -0.14 -0.46
C 0.905666 -2.900495 1.302504 0.21 0.56 -0.03
H -0.520888 -0.112842 2.418176 0.03 0.05 0.24
H -2.077699 2.403358 -2.285803 0.01 -0.07 0.12
H 1.167738 -0.719622 2.585252 -0.01 0.11 0.20
H 0.764719 1.389802 -2.303037 0.05 -0.14 -0.01
H -2.687607 1.005285 -1.395970 -0.04 -0.08 -0.05
H 1.580602 -3.040583 2.148584 0.06 -0.24 0.04
H 1.249026 1.284798 0.155369 0.39 0.03 -0.08
H -0.873299 -1.968597 1.010390 0.05 -0.14 -0.04
H -0.559983 0.766351 -0.253579 -0.23 0.35 -0.50
H 0.344969 3.035201 -1.841454 0.09 0.17 0.02
H -1.506383 0.805868 -2.722805 -0.01 -0.19 0.01
H 1.488679 -2.423524 0.508868 0.04 -0.01 -0.17
H 0.567277 -3.867512 0.942781 -0.19 -0.19 0.09
```
Positions in Å, forces in eV/Å.


(3)
Density functional theory data (ωB97M-V/def2-TZVPD) for a 3-piece molecular cluster, C11H25N3O5S overall in a non-equilibrium geometry.

Results
M ... 311.40 g/mol
Spin multiplicity ... 1
Energy above the lowest of the compared OMol25 structures with the same formula, charge and spin ... 0.00 kJ/mol
SMILES ... NC[C@H]1CCOS(=O)(=O)C1.CNC(C)=O.CNC(C)=O

Geometry as XYZ:
```
45
Properties=species:S:1:pos:R:3:forces:R:3
S 2.704765 1.039243 -1.285008 -5.79 1.39 6.96
O -4.386339 -0.333791 0.369947 0.35 0.33 -0.11
O -4.659683 -2.402351 6.616157 0.38 0.24 -0.30
O 3.006408 1.686419 0.122738 0.28 -1.86 -5.78
O 1.193653 0.590295 -1.198524 5.66 1.08 -1.85
O 2.790858 2.160869 -2.565987 2.03 -2.73 1.46
N 2.467059 -1.789719 -3.946919 0.82 1.05 -0.84
N -4.661600 -1.715653 4.479158 0.32 -0.11 0.81
N -3.610466 1.705725 0.895987 -0.08 -0.60 -0.21
C -4.051997 -1.872280 5.689067 -0.91 -0.43 0.28
C -2.692685 2.819588 0.875651 -0.29 0.16 0.26
C -4.123658 -1.123779 3.277605 -0.45 -0.19 -0.16
C 3.972392 -1.867700 -3.773054 1.19 0.79 -0.16
C -2.638986 -1.380687 5.837064 0.24 0.02 0.18
C 3.857875 -0.429050 -1.432870 0.81 -2.28 -0.98
C 4.585907 -0.602983 -2.890201 0.67 -0.51 -0.86
C 4.178341 2.128847 -3.073065 2.02 0.96 -1.85
C -3.506231 0.513907 0.241211 -0.67 -0.34 0.15
C 4.593846 0.737264 -3.833093 0.63 0.64 -0.08
C -2.297931 0.286504 -0.623928 0.08 -0.17 -0.08
H 5.722214 0.878190 -4.197223 -2.51 -0.13 0.76
H -3.098730 -0.774729 3.408140 -0.18 -0.09 0.08
H 2.270435 -1.766584 -4.985033 0.18 -0.04 1.74
H -3.231467 3.695630 0.506632 0.29 0.14 0.00
H -4.154674 -1.876462 2.486139 0.14 0.36 -0.16
H 4.990272 2.430199 -2.264849 -1.96 -0.76 -1.29
H 2.079555 -0.883462 -3.565802 0.60 -1.36 -0.49
H -1.824736 2.632522 0.242387 -0.19 -0.07 0.11
H 4.672041 -0.480640 -0.577352 -2.00 0.93 -1.66
H -1.983779 -1.909964 5.140031 0.01 0.22 -0.01
H 5.723810 -0.884233 -2.663589 -2.54 0.66 -0.44
H 4.236914 2.987442 -3.900572 -0.34 -1.86 1.94
H -5.610571 -2.070992 4.458293 0.27 0.09 -0.01
H 3.180658 -1.399865 -1.281079 1.02 2.48 -0.23
H 4.483469 -1.799024 -4.848300 -0.86 -0.22 2.38
H 4.349157 -2.864848 -3.269133 -1.08 1.87 -0.95
H -4.762770 -0.282553 2.998932 0.26 -0.04 -0.27
H -2.356110 -0.706299 -1.079058 -0.11 0.24 0.19
H 3.946371 0.646339 -4.819426 1.12 -0.06 2.24
H -2.264601 1.031545 -1.423358 0.22 -0.02 0.13
H -2.363079 3.005671 1.900598 0.22 0.21 -0.15
H -2.596802 -0.303220 5.657016 0.14 -0.11 -0.12
H -2.289389 -1.574794 6.855048 -0.23 -0.02 -0.22
H -1.389244 0.335968 -0.018147 0.04 0.14 -0.24
H -4.450470 1.783496 1.457765 0.22 0.01 -0.17
```
Positions in Å, forces in eV/Å.


| no. | Kohn-Sham gap (eV) |
| --- | --- |
| 1 | 8.303 |
| 2 | 7.926 |
| 3 | 8.868 |